[1]
Here is one molecule with the formula C3H3NO4 from OMol25. Energies are from the ωB97M-V functional and the def2-TZVPD basis.

Its SMILES is O=C/C(=N/O)C(=O)O. The LUMO energy comes out at -0.28 eV. The value obtained for the HOMO-LUMO gap is 10.2 eV.

Atoms and positions in Å:
O1 -2.5870 -0.5811 -0.0786
C1 -1.8500 0.4384 -0.1647
C2 -0.3898 0.2435 -0.1646
N1 0.1578 1.3320 0.0888
O2 1.5374 1.2160 0.2606
C3 0.4194 -1.0599 0.0859
O3 0.2082 -1.7822 1.0930
O4 1.2872 -1.2977 -0.9901
H1 -2.3131 1.4840 -0.2526
H2 1.8417 2.1178 0.7540
H3 1.6882 -2.1106 -0.6318

Charges per atom according to natural (NBO) partitioning, unit e: -0.50 0.37 -0.02 -0.04 -0.55 0.76 -0.54 -0.65 0.17 0.50 0.50

***

[2]
Here is one molecule with the formula C20H26ClOP from OMol25. Energies are from the ωB97M-V functional and the def2-TZVPD basis.

Its SMILES is CC(C)(C)c1ccc(OP(Cl)c2ccccc2)c(C(C)(C)C)c1. The LUMO energy comes out at 0.28 eV. The value obtained for the HOMO-LUMO gap is 6.8 eV.

Atoms and positions in Å:
C1 -1.6333 2.8252 -3.5137
C2 -0.4557 1.8292 -3.6586
C3 -0.8340 0.9344 -4.8984
C4 0.9216 2.5429 -4.0089
C5 -0.3572 1.1244 -2.3224
C6 -1.5272 0.7004 -1.7063
C7 -1.5631 0.2149 -0.3746
C8 -0.3372 -0.0293 0.2805
O1 -0.2661 -0.5425 1.5680
P1 -1.4420 -0.5233 2.6544
Cl1 -2.3987 1.1358 3.0787
C9 -1.7520 -1.9913 3.6515
C10 -2.4484 -3.0388 3.1363
C11 -2.6925 -4.1165 4.0353
C12 -2.3007 -4.1983 5.3450
C13 -1.5560 -3.1054 5.7818
C14 -1.2002 -1.9798 4.9471
C15 0.8683 0.4307 -0.3615
C16 2.3326 0.3638 0.2727
C17 2.8868 -1.0878 0.1467
C18 3.4889 1.1449 -0.3855
C19 2.3651 0.6876 1.7845
C20 0.8282 0.7943 -1.6818
H1 -2.4053 2.2604 -3.6630
H2 -1.5939 3.4744 -4.4234
H3 -1.5972 3.5526 -2.7053
H4 -1.1549 1.5293 -5.7110
H5 0.1184 0.4578 -5.2507
H6 -1.5640 0.2314 -4.5122
H7 0.6283 3.1205 -4.8950
H8 1.1889 3.3082 -3.2420
H9 1.6611 1.8281 -4.1325
H10 -2.4786 0.6329 -2.2928
H11 -2.5723 -0.0610 0.0459
H12 -2.9330 -3.0138 2.1895
H13 -3.1873 -5.0485 3.7061
H14 -2.5420 -5.0679 5.9095
H15 -1.1214 -3.1249 6.7222
H16 -0.7613 -1.0017 5.2941
H17 2.3115 -1.9000 0.6131
H18 3.8775 -1.1974 0.7064
H19 3.1021 -1.4714 -0.8380
H20 3.1917 2.1817 -0.2165
H21 4.4689 1.1577 0.0386
H22 3.5664 1.0871 -1.4412
H23 3.3616 0.9977 2.1122
H24 2.1542 -0.1728 2.3874
H25 1.5608 1.3124 2.0958
H26 1.7926 0.8115 -2.2678

Charges per atom according to natural (NBO) partitioning, unit e: -0.59 -0.03 -0.60 -0.61 -0.04 -0.15 -0.30 0.29 -0.73 0.85 -0.19 -0.31 -0.20 -0.19 -0.21 -0.19 -0.20 -0.04 -0.06 -0.61 -0.61 -0.61 -0.20 0.20 0.19 0.22 0.21 0.21 0.21 0.21 0.21 0.20 0.20 0.24 0.24 0.21 0.23 0.21 0.24 0.21 0.20 0.21 0.21 0.22 0.20 0.21 0.22 0.22 0.22

***

HOMO energy
In order: -10.5; -6.5
Unit: eV
DFT total energy
In order: -12836.54510; -45016.26088
Unit: eV